Here is a structure of composition C2H2N3S2 from the Open Molecules 2025 dataset. Energies are from ωB97M-V/def2-TZVPD.

```
9
Properties=species:S:1:pos:R:3
C 0.167 -1.129 -0.316
C 0.257 -1.939 -1.372
N -1.213 1.132 -0.145
N 0.158 2.014 2.006
N -1.315 0.028 -0.502
S 1.869 -1.377 -1.133
S -0.699 2.376 0.845
H -0.073 -2.648 -1.963
H 0.850 1.544 2.580
```

Output
* frontier orbital gap (alpha / beta): 0.2590 / 0.2622 Eh
* largest force on an atom: 5.4 eV/A
* ΔE to the lowest compared entry with this formula, charge and spin: 487.8 kJ/mol
* spin multiplicity: 1
* charge: +1
* HOMO level (alpha / beta): -13.51 / -13.67 eV

Here is an isolated molecule of C4H5NS2 from the Open Molecules 2025 dataset. Energies are from ωB97M-V/def2-TZVPD.

```
12
Properties=species:S:1:pos:R:3
S 1.263 -0.750 2.105
C 0.427 -0.219 0.884
C -1.129 -0.361 0.668
C -1.347 -0.036 -0.780
C -0.141 0.570 -1.206
N 0.898 0.483 -0.156
S 2.645 0.181 -0.677
H -1.404 -1.354 0.970
H -1.752 0.394 1.381
H -2.287 -0.217 -1.452
H -0.192 1.083 -2.289
H 3.020 0.226 0.553
```

Output
* frontier orbital gap: 0.3130 Eh
* structure (SMILES): S=C1CC=CN1S
* largest force on an atom: 3.9 eV/A
* ΔE to the lowest compared entry with this formula, charge and spin: 263.4 kJ/mol
* spin multiplicity: 1
* charge: 0
* HOMO level: -8.44 eV

Here is a structure of composition C27H27Br4CeFN4O5 from the Open Molecules 2025 dataset. Energies are from ωB97M-V/def2-TZVPD.

```
69
Properties=species:S:1:pos:R:3
Ce 1.700 2.958 -0.238
F 0.049 -4.050 0.657
C -0.761 -3.037 0.272
C -0.244 -1.784 0.130
C -1.062 -0.765 -0.323
C -0.503 0.579 -0.505
O 0.665 0.835 -0.252
C -1.393 1.584 -1.006
C -2.675 1.272 -1.262
N -3.203 0.033 -1.064
C -4.606 -0.191 -1.354
C -5.606 0.835 -0.924
C -5.545 -0.487 -0.221
C -2.409 -1.003 -0.618
C -2.917 -2.305 -0.440
C -2.110 -3.313 0.000
N -2.665 -4.623 0.125
C -2.122 -5.497 1.163
C -3.096 -6.623 1.419
N -3.279 -7.379 0.122
C -3.798 -6.471 -0.967
C -2.819 -5.332 -1.142
C -0.656 2.905 -1.052
O 0.088 3.130 -2.025
O -0.580 3.501 0.047
H 0.801 -1.569 0.341
H -3.378 1.996 -1.648
H -4.792 -0.698 -2.292
H -6.428 1.040 -1.595
H -5.243 1.696 -0.376
H -6.331 -1.210 -0.390
H -5.122 -0.493 0.775
H -3.960 -2.526 -0.622
H -1.995 -4.940 2.088
H -1.145 -5.919 0.901
H -4.075 -6.250 1.710
H -2.726 -7.324 2.162
H -3.889 -8.184 0.249
H -2.366 -7.737 -0.165
H -4.761 -6.100 -0.627
H -3.921 -7.063 -1.870
H -3.206 -4.660 -1.903
H -1.855 -5.723 -1.507
Br 8.015 -0.383 0.146
C 6.346 0.376 0.610
C 5.951 0.471 1.937
Br 7.065 -0.164 3.329
C 4.704 1.038 2.236
Br 4.079 1.176 4.021
C 3.839 1.528 1.256
O 2.657 2.045 1.575
C 4.243 1.420 -0.113
O 3.438 1.829 -1.091
C 5.484 0.846 -0.390
Br 5.934 0.719 -2.226
C 4.925 5.711 0.585
C 3.495 6.073 0.158
C 3.555 6.863 -1.157
C 2.865 6.966 1.237
N 2.722 4.874 -0.012
H 5.549 6.604 0.712
H 5.379 5.064 -0.169
H 4.898 5.161 1.529
H 4.132 7.790 -1.048
H 2.541 7.111 -1.480
H 4.018 6.246 -1.931
H 3.428 7.897 1.373
H 2.839 6.425 2.186
H 1.837 7.208 0.954
```

Output
* frontier orbital gap (alpha / beta): 0.0969 / 0.0967 Eh
* largest force on an atom: 8.9 eV/A
* spin multiplicity: 1
* charge: 0
* HOMO level (alpha / beta): -4.91 / -4.90 eV

Here is a structure of composition C4H7NO from the Open Molecules 2025 dataset. Energies are from ωB97M-V/def2-TZVPD.

```
13
Properties=species:S:1:pos:R:3
C -1.026 -1.068 -0.423
C -0.101 0.863 -0.597
O -1.102 1.670 -0.209
C 0.947 0.650 0.477
C 1.876 -0.438 0.167
N 2.594 -1.310 -0.076
H -1.944 -1.171 -1.008
H -0.359 -1.925 -0.536
H -1.263 -0.878 0.624
H -0.454 -0.135 -1.197
H -1.214 1.679 0.760
H 0.528 0.476 1.486
H 1.518 1.586 0.533
```

Output
* frontier orbital gap: 0.3314 Eh
* largest force on an atom: 1.2 eV/A
* ΔE to the lowest compared entry with this formula, charge and spin: 465.7 kJ/mol
* spin multiplicity: 1
* charge: 0
* HOMO level: -8.48 eV

Here is the ion C3H7N2S with charge +1 from the Open Molecules 2025 dataset. Energies are from ωB97M-V/def2-TZVPD.

```
13
Properties=species:S:1:pos:R:3
C 0.022 1.928 0.288
C -0.650 0.913 -0.701
S -1.138 1.030 -2.230
N -0.684 -0.433 -0.106
C 0.488 -0.976 0.071
N 0.666 -2.257 0.374
H 0.122 2.855 -0.369
H -0.866 2.086 1.064
H 1.031 1.604 0.712
H -1.637 -0.940 -0.086
H 1.271 -0.263 -0.008
H 1.570 -2.681 0.697
H -0.195 -2.866 0.294
```

Output
* frontier orbital gap: 0.3206 Eh
* structure (SMILES): CC(=S)/[NH+]=C/N
* largest force on an atom: 2.6 eV/A
* ΔE to the lowest compared entry with this formula, charge and spin: 140.7 kJ/mol
* spin multiplicity: 1
* charge: +1
* HOMO level: -13.36 eV

Here is an isolated molecule of C2H6NP from the Open Molecules 2025 dataset. Energies are from ωB97M-V/def2-TZVPD.

```
10
Properties=species:S:1:pos:R:3
H -2.266 0.215 -1.266
N -2.441 -0.128 -0.349
C -1.635 -0.310 0.520
P 0.410 -0.032 -0.054
C 2.144 -0.163 -0.025
H -1.857 -0.351 1.507
H 0.130 0.183 -1.405
H 0.365 1.347 0.168
H 2.573 0.347 0.955
H 2.576 -1.108 -0.051
```

Output
* frontier orbital gap (alpha / beta): 0.2913 / 0.2913 Eh
* structure (SMILES): [H]/N=C\[PH2]=C
* largest force on an atom: 5.3 eV/A
* ΔE to the lowest compared entry with this formula, charge and spin: 316.2 kJ/mol
* spin multiplicity: 1
* charge: 0
* HOMO level (alpha / beta): -7.53 / -7.53 eV

Here is a structure of composition C17H14N3O3Pt from the Open Molecules 2025 dataset. Energies are from ωB97M-V/def2-TZVPD.

```
38
Properties=species:S:1:pos:R:3
Pt -0.963 0.460 0.006
O 0.807 -0.721 -0.873
C 0.528 -1.526 -1.828
C 1.397 -1.622 -2.952
C 1.182 -2.523 -3.963
C 0.088 -3.403 -3.929
C -0.776 -3.344 -2.865
C -0.602 -2.422 -1.819
C -1.498 -2.437 -0.714
N -1.544 -1.516 0.180
C -2.267 -1.658 1.424
C -1.359 -1.061 2.503
N -0.848 0.207 2.014
C 0.145 0.787 2.682
C 0.741 2.030 2.345
C 1.774 2.520 3.177
C 2.395 3.723 2.952
C 2.007 4.494 1.849
C 1.031 4.035 0.993
C 0.359 2.809 1.196
O -0.569 2.472 0.337
H 2.236 -0.938 -2.979
H 1.865 -2.553 -4.803
H -0.076 -4.112 -4.730
H -1.630 -4.014 -2.824
H -2.153 -3.306 -0.602
H -2.503 -2.705 1.639
H -3.197 -1.083 1.385
H -0.543 -1.765 2.724
H -1.926 -0.904 3.427
H 0.566 0.261 3.542
H 2.068 1.913 4.028
H 3.178 4.070 3.616
H 2.479 5.453 1.665
H 0.732 4.616 0.129
O -0.637 1.676 -4.018
C -1.027 1.256 -2.969
N -1.460 0.831 -1.946
```

Output
* <S²>: 2.029
* frontier orbital gap (alpha / beta): 0.1837 / 0.2460 Eh
* largest force on an atom: 0.9 eV/A
* ΔE to the lowest compared entry with this formula, charge and spin: 0.0 kJ/mol
* spin multiplicity: 3
* charge: -1
* HOMO level (alpha / beta): -2.27 / -4.58 eV

Here is a cluster of 2 separate species, H4O2 in total from the Open Molecules 2025 dataset. Energies are from ωB97M-V/def2-TZVPD.

```
6
Properties=species:S:1:pos:R:3
O 0.097 1.265 1.331
H 0.711 0.811 1.997
H 0.130 0.767 0.514
O -0.001 -0.782 -1.122
H -0.491 -0.459 -1.890
H -0.446 -1.602 -0.831
```

Output
* frontier orbital gap: 0.4310 Eh
* structure (SMILES): O.O
* largest force on an atom: 2.4 eV/A
* ΔE to the lowest compared entry with this formula, charge and spin: 11.2 kJ/mol
* spin multiplicity: 1
* charge: 0
* HOMO level: -11.01 eV

Here is a structure of composition C34H44N6O3ReS4Si from the Open Molecules 2025 dataset. Energies are from ωB97M-V/def2-TZVPD.

```
93
Properties=species:S:1:pos:R:3
Re 1.183 0.890 0.748
S 3.500 1.123 1.156
C 4.204 -0.042 0.047
C 5.551 0.043 -0.326
C 6.107 -0.880 -1.191
C 7.506 -0.724 -1.582
N 8.603 -0.580 -1.887
C 5.330 -1.930 -1.690
C 3.993 -2.012 -1.335
C 3.428 -1.061 -0.495
S 1.681 -1.164 -0.121
C 5.890 -2.935 -2.589
N 6.308 -3.738 -3.295
H 6.166 0.846 0.058
H 3.385 -2.823 -1.721
N 1.161 0.049 2.809
N -0.053 0.231 3.528
C -0.414 1.529 3.477
N -1.615 1.826 3.962
S 0.628 2.626 2.714
H 1.431 -0.928 2.904
H 1.872 0.628 3.255
H -0.771 -0.464 3.265
H -2.276 1.102 4.198
H -1.952 2.762 3.817
N 1.169 2.282 -0.406
C 1.488 3.149 -1.300
C 1.829 2.641 -2.658
C 1.290 3.227 -3.800
C 1.577 2.705 -5.055
C 2.416 1.602 -5.173
C 2.955 1.016 -4.033
C 2.655 1.527 -2.779
C 1.568 4.598 -0.983
C 2.293 5.463 -1.802
C 2.447 6.799 -1.444
C 1.878 7.275 -0.272
C 1.147 6.417 0.544
C 0.997 5.089 0.187
H 0.630 4.082 -3.706
H 1.147 3.158 -5.939
H 2.646 1.198 -6.151
H 3.610 0.157 -4.117
H 3.073 1.074 -1.891
H 2.768 5.092 -2.701
H 3.016 7.464 -2.082
H 2.006 8.312 0.011
H 0.697 6.783 1.459
H 0.423 4.420 0.806
C -5.833 -1.357 1.131
C -4.635 -0.442 1.008
C -4.858 0.614 -0.058
C -4.330 0.199 2.355
O -3.539 -1.280 0.577
Si -1.905 -1.244 0.774
S -1.228 0.693 0.653
O -1.477 -1.753 2.315
C -1.588 -3.043 2.965
C -2.527 -3.979 2.219
C -2.121 -2.769 4.356
C -0.183 -3.615 3.009
O -1.220 -2.339 -0.230
C -1.507 -2.671 -1.607
C -1.746 -1.402 -2.414
C -0.277 -3.396 -2.119
C -2.724 -3.581 -1.649
H -6.723 -0.783 1.402
H -5.661 -2.115 1.899
H -6.022 -1.865 0.184
H -5.666 1.291 0.235
H -5.129 0.144 -1.005
H -3.950 1.202 -0.208
H -5.185 0.795 2.688
H -3.459 0.855 2.287
H -4.136 -0.575 3.106
H -3.513 -3.528 2.083
H -2.643 -4.899 2.795
H -2.140 -4.237 1.231
H -3.140 -2.377 4.307
H -1.487 -2.043 4.874
H -2.137 -3.685 4.952
H 0.246 -3.625 2.005
H -0.185 -4.639 3.393
H 0.457 -3.015 3.665
H -0.939 -0.687 -2.239
H -2.693 -0.921 -2.148
H -1.772 -1.646 -3.480
H 0.556 -2.704 -2.274
H -0.504 -3.888 -3.068
H 0.038 -4.154 -1.399
H -3.575 -3.113 -1.152
H -2.510 -4.532 -1.155
H -3.000 -3.793 -2.685
```

Output
* <S²>: 0.781
* frontier orbital gap (alpha / beta): 0.2502 / 0.2318 Eh
* largest force on an atom: 1.3 eV/A
* ΔE to the lowest compared entry with this formula, charge and spin: 79.1 kJ/mol
* spin multiplicity: 2
* charge: 0
* HOMO level (alpha / beta): -7.34 / -7.70 eV

Here is a structure of composition C3H4LuO3 from the Open Molecules 2025 dataset. Energies are from ωB97M-V/def2-TZVPD.

```
11
Properties=species:S:1:pos:R:3
O -0.207 1.127 -1.311
C 0.170 -0.078 -1.309
O -0.538 -0.952 -1.885
O 1.217 -0.411 -0.563
C 0.993 -0.735 0.830
C 0.845 0.263 1.691
H 1.225 -1.775 1.057
H 1.689 0.549 2.317
H 0.227 1.145 1.526
Lu -2.363 0.500 -2.026
H -3.259 0.368 -0.327
```

Output
* frontier orbital gap: 0.2156 Eh
* largest force on an atom: 3.6 eV/A
* ΔE to the lowest compared entry with this formula, charge and spin: 252.8 kJ/mol
* spin multiplicity: 1
* charge: +1
* HOMO level: -12.26 eV

Here is an isolated molecule of C5H9NO from the Open Molecules 2025 dataset. Energies are from ωB97M-V/def2-TZVPD.

```
16
Properties=species:S:1:pos:R:3
C -0.651 -1.052 0.818
N 0.291 -0.053 0.331
C 1.189 0.470 1.338
C -0.352 0.959 -0.492
C -0.645 0.330 -1.833
C 0.143 -0.671 -2.173
O 0.831 -1.564 -2.475
H -1.063 -0.813 1.808
H -0.182 -2.039 0.885
H -1.497 -1.134 0.128
H 1.709 -0.367 1.815
H 1.940 1.111 0.854
H 0.683 1.050 2.134
H 0.346 1.801 -0.591
H -1.289 1.347 -0.057
H -1.453 0.626 -2.489
```

Output
* frontier orbital gap: 0.3490 Eh
* structure (SMILES): CN(C)CC=C=O
* largest force on an atom: 1.0 eV/A
* ΔE to the lowest compared entry with this formula, charge and spin: 214.3 kJ/mol
* spin multiplicity: 1
* charge: 0
* HOMO level: -8.53 eV

Here is a cluster of 2 separate species, C11H15N in total from the Open Molecules 2025 dataset. Energies are from ωB97M-V/def2-TZVPD.

```
27
Properties=species:S:1:pos:R:3
C -4.088 0.904 0.158
C -2.808 1.629 0.415
C -2.610 2.786 1.106
N -1.263 3.065 1.196
C -0.561 2.118 0.496
C 0.795 1.970 0.224
C 1.218 0.916 -0.559
C 0.274 0.001 -1.071
C -1.050 0.066 -0.698
C -1.489 1.164 0.045
H -4.496 0.393 1.024
H -3.990 0.280 -0.734
H -4.813 1.585 -0.286
H -3.327 3.502 1.485
H -0.808 3.750 1.778
H 1.577 2.570 0.679
H 2.219 0.890 -0.957
H 0.576 -0.914 -1.565
H -1.778 -0.664 -1.013
C 4.039 -3.439 -0.132
C 2.541 -3.061 -0.328
H 4.071 -4.387 0.401
H 4.598 -3.614 -1.050
H 4.541 -2.687 0.473
H 2.326 -2.951 -1.383
H 2.373 -2.082 0.107
H 1.933 -3.789 0.193
```

Output
* frontier orbital gap: 0.3237 Eh
* structure (SMILES): Cc1c[nH]c2ccccc12.CC
* largest force on an atom: 1.6 eV/A
* ΔE to the lowest compared entry with this formula, charge and spin: 62.8 kJ/mol
* spin multiplicity: 1
* charge: 0
* HOMO level: -7.83 eV